# 1
Computed, not measured: 2 unconnected molecules or ions with the total composition C9H14 at a distorted geometry, with the ωB97M-V functional and the def2-TZVPD basis.

Results
Multiplicity: 2
Strongest force on any atom: 2.697 eV Å⁻¹
Energy relative to the best compared isomer or geometry (same formula, charge and spin): 19.6 kcal per mole
Net charge: +1
Lowest unoccupied orbital energy (spin up / spin down): -4.436 / -8.160 eV
E_HOMO (spin up / spin down): -14.59 / -14.62 eV

Each line ends with the Löwdin spin population.
CARTESIAN COORDINATES (ANGSTROEM)
C 0.596 -0.998 -3.025  0.058
C -1.510 -1.006 -1.642  0.144
C -0.319 -0.338 -2.074  0.258
C -2.146 -0.753 -0.457  0.029
C -1.751 0.452 0.175  0.303
C -0.008 0.893 -1.464  0.041
C -0.760 1.302 -0.397  0.105
H -1.839 -1.964 -2.035  0.004
H -2.966 -1.250 0.041  -0.002
H 0.949 -0.217 -3.702  0.014
H 0.069 -1.759 -3.574  0.003
H -2.310 0.791 1.039  0.012
H 0.863 1.493 -1.694  -0.001
H -0.418 2.176 0.111  0.001
H 1.450 -1.523 -2.607  0.020
C 1.329 -0.108 3.307  0.001
C 1.212 0.794 2.024  0.007
H 2.328 0.034 3.715  0.000
H 0.683 0.285 4.084  0.000
H 1.015 -1.107 3.045  0.000
H 1.178 0.147 1.145  0.001
H 2.102 1.381 1.817  0.001
H 0.253 1.277 2.168  0.003

# 2
Computed, not measured: a molecular structure, C20H28BiNO2S at a distorted geometry, with the ωB97M-V functional and the def2-TZVPD basis.

Results
Strongest force on any atom: 3.940 eV Å⁻¹
Lowest unoccupied orbital energy (spin up / spin down): -1.229 / -1.229 eV
E_HOMO (spin up / spin down): -7.43 / -7.43 eV

Each line ends with the Mulliken charge.
CARTESIAN COORDINATES (ANGSTROEM)
O -0.544 1.154 -0.301  -0.275
C 0.501 0.803 -1.287  -0.256
C 0.170 2.025 -2.145  -0.793
H 0.201 -0.144 -1.732  -0.006
H 1.487 0.666 -0.832  0.268
C -1.137 2.022 -1.312  1.430
H 0.051 1.960 -3.230  0.366
H 0.787 2.871 -1.852  0.365
C -2.282 1.289 -1.991  -1.481
H -1.991 0.256 -2.244  0.188
H -2.540 1.742 -2.954  0.382
H -3.199 1.292 -1.379  0.348
C -1.429 3.407 -0.795  -1.746
H -0.520 3.841 -0.347  0.311
H -2.279 3.447 -0.096  0.352
H -1.661 4.014 -1.680  0.406
Bi 0.973 -1.708 2.256  1.063
C 0.981 0.951 3.852  -0.738
C 2.164 0.189 3.566  -0.698
C 2.642 0.620 2.261  -1.306
H 2.752 -0.359 4.296  0.800
C 1.738 1.590 1.780  0.013
C 0.708 1.766 2.742  -0.378
H -0.166 2.406 2.634  0.399
H 0.455 0.938 4.806  0.543
H 3.593 0.328 1.819  0.477
H 1.856 2.184 0.878  0.654
C -1.689 -0.317 4.323  -0.614
C -2.344 0.601 3.473  -0.940
C -2.495 -0.016 2.203  -0.235
H -2.756 1.577 3.732  0.457
C -1.859 -1.281 2.229  -0.840
C -1.401 -1.505 3.585  -0.798
H -1.109 -2.437 4.060  0.920
H -1.428 -0.140 5.363  0.638
H -3.003 0.400 1.341  0.475
H -1.818 -2.011 1.427  0.650
O 0.559 -1.949 -2.632  -0.373
C 0.154 -1.070 -3.735  0.140
C 0.594 -1.605 -5.100  -0.667
H 0.701 -0.104 -3.648  0.007
H -0.929 -0.868 -3.649  0.296
C 1.569 -2.723 -4.744  -0.459
H 1.099 -0.794 -5.643  0.274
H -0.277 -1.943 -5.662  0.281
C 1.509 -2.883 -3.204  -0.492
H 2.583 -2.440 -5.029  0.249
H 1.270 -3.642 -5.246  0.283
H 2.493 -2.678 -2.739  0.279
H 1.227 -3.913 -2.922  0.237
S 1.799 -3.397 3.939  -0.384
C 1.295 -2.526 5.313  0.378
N 0.946 -1.886 6.254  -0.449

# 3
Computed, not measured: a molecular structure, C33H35N7O4PbS2, with the ωB97M-V functional and the def2-TZVPD basis.

Results
Strongest force on any atom: 0.581 eV Å⁻¹
Net charge: +4
Lowest unoccupied orbital energy: -12.914 eV
E_HOMO: -18.57 eV

Each line ends with the Mulliken charge.
CARTESIAN COORDINATES (ANGSTROEM)
Pb 0.388 0.829 -0.850  1.543
O -1.020 2.529 -4.987  -0.398
C -0.776 2.238 -3.736  0.078
O 0.223 1.678 -3.322  -0.662
C -1.863 2.696 -2.803  0.160
C -2.991 3.387 -3.222  -0.570
C -3.911 3.776 -2.260  -1.194
C -3.676 3.452 -0.928  -0.883
C -2.524 2.754 -0.612  1.040
N -1.634 2.392 -1.532  0.505
C -2.143 2.288 0.769  0.109
O -2.859 2.609 1.813  -0.415
O -1.157 1.581 0.937  -0.152
H -0.292 2.239 -5.568  0.455
H -3.138 3.617 -4.269  0.692
H -4.801 4.324 -2.541  0.496
H -4.401 3.749 -0.179  0.420
H -3.604 3.203 1.631  0.332
N 2.191 -2.099 -0.045  -0.150
C 2.641 -1.366 1.106  1.323
N 2.668 0.030 0.677  -0.077
C 3.423 0.940 1.159  1.364
C 4.542 0.683 2.105  -0.708
S 5.154 -0.755 2.412  0.027
C 3.261 2.309 0.691  -0.700
C 4.166 3.303 0.884  -0.633
S 3.695 4.728 0.083  -0.077
C 2.266 3.908 -0.481  0.359
N 2.163 2.651 -0.097  0.423
N 1.360 4.557 -1.221  -0.320
H 2.756 -1.888 -0.860  0.364
H 2.207 -3.104 0.094  0.308
H 5.070 1.512 2.568  0.358
H 5.105 3.286 1.417  0.364
H 1.492 5.518 -1.494  0.241
H 0.540 4.084 -1.559  0.001
C -0.392 -1.787 -3.113  -1.282
C -1.690 -1.076 -2.801  1.200
C -2.488 -0.584 -3.828  -0.971
C -3.731 -0.030 -3.559  -1.384
C -4.200 0.018 -2.256  -0.712
C -3.445 -0.477 -1.194  1.271
C -4.031 -0.436 0.200  -2.006
C -2.184 -1.007 -1.493  -0.151
N -1.270 -1.392 -0.453  0.682
C -1.495 -2.383 0.301  0.394
C -2.626 -3.365 0.178  -2.140
C -0.442 -2.707 1.352  1.145
C -0.393 -4.083 1.941  -1.812
N 0.360 -1.850 1.831  0.606
C 1.450 -1.304 2.124  -1.096
C 3.930 -1.996 1.788  1.170
C 4.752 -2.893 0.855  -1.640
C 3.738 -2.703 3.120  -1.117
C 3.125 -2.234 4.219  -0.893
C 2.373 -0.987 4.330  -1.027
C 1.586 -0.494 3.370  0.182
C 0.709 0.717 3.536  -1.171
H -0.170 -1.737 -4.177  0.510
H -0.447 -2.842 -2.836  0.345
H 0.476 -1.373 -2.587  0.047
H -2.145 -0.674 -4.853  0.572
H -4.350 0.330 -4.372  0.517
H -5.187 0.419 -2.053  0.631
H -4.622 0.471 0.335  0.519
H -3.280 -0.481 0.990  0.277
H -4.722 -1.267 0.358  0.488
H -3.277 -3.098 -0.648  0.348
H -3.221 -3.418 1.093  0.411
H -2.236 -4.367 -0.011  0.598
H -1.328 -4.273 2.477  0.453
H 0.436 -4.191 2.634  0.338
H -0.330 -4.834 1.150  0.475
H 4.964 -2.422 -0.104  0.352
H 4.240 -3.842 0.692  0.500
H 5.709 -3.136 1.323  0.588
H 4.300 -3.628 3.214  0.627
H 3.225 -2.820 5.128  0.587
H 2.379 -0.487 5.294  0.614
H 0.962 1.241 4.455  0.563
H -0.345 0.431 3.578  0.315
H 0.813 1.407 2.693  0.053

# 4
Computed, not measured: a molecular structure, C33H24BrN7O6Pb, with the ωB97M-V functional and the def2-TZVPD basis.

Results
Strongest force on any atom: 0.857 eV Å⁻¹
Energy relative to the best compared isomer or geometry (same formula, charge and spin): 24.9 kcal per mole
Net charge: -2
Lowest unoccupied orbital energy: 3.853 eV
E_HOMO: -2.49 eV

Each line ends with the Mulliken charge.
CARTESIAN COORDINATES (ANGSTROEM)
Pb -0.985 1.321 0.042  1.191
O -2.306 -3.287 -0.787  -0.733
C -1.151 -3.832 -1.180  0.228
C -1.137 -5.129 -1.704  -0.649
C 0.050 -5.713 -2.110  -0.310
C 1.250 -5.024 -1.990  -0.739
C 1.240 -3.731 -1.485  -0.506
C 0.059 -3.126 -1.079  -0.135
C 0.070 -1.679 -0.602  1.833
O -1.138 -1.086 -0.548  -0.990
N 0.748 -1.687 0.750  -0.092
N 0.545 -0.711 1.586  -0.124
C 1.327 -0.532 2.592  -0.701
C 1.126 0.515 3.551  0.483
Br -0.420 1.620 3.286  -0.169
C 1.857 0.782 4.651  -1.124
C 3.080 0.129 5.108  0.662
C 3.302 0.027 6.489  -0.639
C 4.414 -0.624 6.992  -0.493
C 5.347 -1.182 6.128  -0.395
C 5.181 -1.028 4.759  -0.639
C 4.068 -0.376 4.253  0.087
H -2.078 -2.309 -0.599  0.336
H -2.078 -5.660 -1.791  0.417
H 0.045 -6.715 -2.524  0.333
H 2.182 -5.484 -2.295  0.380
H 2.165 -3.166 -1.418  0.330
H 0.770 -1.144 -1.263  -0.529
H 1.635 -2.183 0.795  0.299
H 2.176 -1.198 2.753  0.598
H 1.467 1.538 5.322  0.353
H 2.572 0.456 7.166  0.379
H 4.551 -0.700 8.064  0.348
H 6.204 -1.714 6.523  0.358
H 5.932 -1.418 4.082  0.387
H 3.980 -0.218 3.187  0.253
O -4.418 3.808 -1.783  -0.411
C -4.272 3.514 -3.076  0.337
C -5.342 3.644 -3.968  -0.638
C -5.173 3.407 -5.319  -0.427
C -3.929 3.039 -5.809  -0.698
C -2.872 2.871 -4.930  -0.231
C -3.019 3.082 -3.562  0.297
C -1.906 2.712 -2.624  0.673
O -1.874 3.143 -1.435  -0.853
N -0.993 1.920 -3.174  -0.793
N -0.089 1.476 -2.257  0.641
C 1.050 1.090 -2.688  -0.791
C 2.177 0.698 -1.858  0.287
C 3.229 0.020 -2.481  -0.459
C 4.391 -0.335 -1.820  -0.807
C 4.538 0.046 -0.488  -0.318
C 3.530 0.735 0.153  -0.399
C 2.293 1.052 -0.472  0.564
O 1.385 1.638 0.232  -0.933
H -5.345 3.786 -1.495  0.227
H -6.310 3.931 -3.573  0.338
H -6.017 3.516 -5.992  0.343
H -3.791 2.864 -6.870  0.350
H -1.902 2.546 -5.278  0.440
H 1.226 1.105 -3.768  0.299
H 3.114 -0.242 -3.529  0.359
H 5.177 -0.873 -2.337  0.368
H 5.447 -0.199 0.053  0.380
H 3.645 1.046 1.185  0.544
O -3.425 1.801 1.670  -0.489
N -4.288 0.983 2.044  -0.182
C -5.589 1.200 1.817  0.188
C -6.518 0.241 2.300  0.249
N -7.331 -0.482 2.685  -0.564
C -6.177 2.295 1.139  0.460
N -6.672 3.189 0.601  -0.639